Entry 1:
A cluster of 3 separate species, C4H15N2O2 in total in a non-equilibrium geometry, computed with ωB97M-V/def2-TZVPD.

Energy   -11460.48391 eV
Molar mass   123.18 g/mol
HOMO-LUMO gap   9.082 eV
Total charge   +1
HOMO   -12.066 eV

Geometry as XYZ:
```
23
Properties=species:S:1:pos:R:3:mulliken_charge:R:1
C -0.34 2.64 -0.63 -1.128
C -1.25 1.56 -0.01 -0.548
C -0.79 0.18 -0.36 0.044
C -1.51 -0.83 -0.88 -0.022
N -1.12 -2.09 -1.20 -0.375
N 0.58 -0.10 0.15 -0.140
H -0.17 2.67 -1.71 0.322
H 0.64 2.67 -0.13 0.309
H -0.82 3.60 -0.42 0.363
H -1.39 1.81 1.04 0.273
H -2.22 1.69 -0.50 0.337
H -2.52 -0.59 -1.17 0.360
H -0.24 -2.46 -0.91 0.120
H -1.58 -2.61 -1.93 0.237
H 0.83 -1.08 0.08 0.140
H 1.30 0.46 -0.31 0.379
H 0.59 0.12 1.16 0.423
H 0.94 1.06 3.53 0.318
H 1.56 -0.30 3.13 0.322
O 1.27 0.56 2.79 -0.683
H 2.05 -3.46 0.06 0.300
H 2.29 -2.83 -1.32 0.289
O 1.90 -2.67 -0.47 -0.640
```

Entry 2:
A structure of composition C30H36GaN8O7S2, computed with ωB97M-V/def2-TZVPD.

Energy   -131991.57782 eV
Molar mass   754.52 g/mol
HOMO-LUMO gap   5.790 eV
Total charge   +1
HOMO   -9.478 eV

Geometry as XYZ:
```
84
Properties=species:S:1:pos:R:3:mulliken_charge:R:1
Ga 0.18 2.03 -0.87 0.650
C 2.28 0.19 0.11 -1.328
C 2.21 1.30 1.15 -0.156
N 0.85 1.90 1.15 0.073
C -0.13 1.16 1.97 -1.525
C -1.00 0.26 1.13 0.911
C -1.92 -0.62 1.66 -1.037
C -2.71 -1.36 0.78 -0.576
C -2.57 -1.19 -0.59 -1.228
C -1.64 -0.29 -1.05 0.866
C -1.45 0.04 -2.52 -1.510
N -0.44 1.10 -2.72 -0.162
C 0.81 0.58 -3.33 -1.059
C 1.62 -0.16 -2.27 -0.628
N 1.90 0.78 -1.18 -0.023
N -0.88 0.40 -0.20 0.745
H 1.58 -0.61 0.34 0.204
H 3.29 -0.24 0.09 0.774
H 2.91 2.10 0.88 -0.139
H 2.47 0.93 2.14 0.499
H 0.94 2.86 1.46 0.466
H -0.76 1.88 2.50 0.530
H 0.38 0.56 2.73 0.547
H -2.03 -0.73 2.73 0.578
H -3.45 -2.04 1.17 0.464
H -3.20 -1.74 -1.28 0.585
H -2.41 0.35 -2.94 0.598
H -1.15 -0.86 -3.05 0.541
H -0.81 1.84 -3.30 0.404
H 1.38 1.43 -3.72 0.367
H 0.58 -0.08 -4.16 0.553
H 2.53 -0.57 -2.72 0.541
H 1.05 -1.00 -1.87 0.307
H 2.62 1.44 -1.47 0.324
C 5.84 -0.72 1.22 -1.504
C 5.78 0.75 0.90 0.758
C 6.00 1.21 -0.39 -0.651
C 6.04 2.58 -0.67 -0.724
C 5.82 3.48 0.36 -0.090
C 5.59 3.04 1.66 -0.515
C 5.57 1.68 1.92 -0.554
S 5.85 5.23 0.03 1.326
O 6.05 5.88 1.29 -0.714
O 6.70 5.44 -1.10 -0.677
N 4.33 5.60 -0.45 -0.309
C 3.95 5.27 -1.82 -0.256
C 2.43 5.35 -1.99 -1.181
C 1.76 4.28 -1.19 0.799
O 1.81 4.25 0.04 -0.723
O 1.17 3.33 -1.87 -0.809
H 5.94 -1.32 0.32 0.361
H 4.95 -1.05 1.76 0.316
H 6.70 -0.94 1.86 0.436
H 6.21 0.50 -1.18 0.425
H 6.29 2.94 -1.66 0.670
H 5.47 3.76 2.45 0.521
H 5.44 1.33 2.94 0.505
H 3.64 5.34 0.24 0.346
H 4.28 4.26 -2.11 0.168
H 4.43 5.98 -2.50 0.425
H 2.16 5.24 -3.04 0.415
H 2.07 6.32 -1.63 0.310
O -6.70 2.57 -2.17 -0.521
S -7.63 2.28 -1.09 0.688
O -6.99 1.74 0.09 -0.470
O -8.22 4.28 -0.41 -0.689
C -7.28 5.08 -0.13 0.506
N -7.57 6.37 0.24 -0.615
C -6.55 7.16 0.49 -0.155
C -5.20 6.77 0.40 -0.923
C -5.02 5.45 0.03 0.208
N -6.02 4.63 -0.21 -0.289
C -3.72 4.77 -0.16 1.690
C -2.48 5.21 0.32 -1.494
C -1.37 4.42 0.16 0.005
N -1.42 3.21 -0.44 0.597
C -2.60 2.82 -0.94 -0.984
C -3.75 3.54 -0.83 -0.771
H -6.79 8.17 0.79 0.416
H -4.39 7.47 0.59 0.342
H -2.39 6.15 0.85 0.395
H -0.41 4.73 0.55 0.642
H -2.63 1.84 -1.41 0.707
H -4.70 3.17 -1.21 0.486
```

Entry 3:
A structure of composition C4H12O4Tl in a non-equilibrium geometry, computed with ωB97M-V/def2-TZVPD.

Energy   -17186.90785 eV
Molar mass   328.52 g/mol
HOMO-LUMO gap   2.398 eV
Total charge   +3
HOMO   -20.814 eV

Geometry as XYZ:
```
21
Properties=species:S:1:pos:R:3:mulliken_charge:R:1
Tl -19.50 -4.02 8.98 0.929
C -21.60 -6.69 5.33 -0.273
C -21.84 -6.45 6.90 -0.278
O -21.82 -5.12 7.32 -0.281
O -20.27 -6.58 5.04 -0.229
H -22.23 -6.19 4.58 0.422
H -21.84 -7.76 5.22 0.339
H -21.12 -7.14 7.35 0.362
H -22.86 -6.78 7.19 0.363
H -22.70 -4.80 7.03 0.365
H -20.06 -5.66 4.76 0.391
C -19.65 -0.17 7.88 -0.379
C -21.18 -0.30 7.96 -0.314
O -21.62 -1.61 7.88 -0.346
O -18.91 -1.06 8.70 -0.340
H -19.42 0.88 8.07 0.410
H -19.26 -0.39 6.85 0.345
H -21.50 0.35 7.14 0.402
H -21.51 0.27 8.85 0.357
H -22.22 -1.67 7.12 0.377
H -18.00 -0.70 8.66 0.379
```

Entry 4:
A cluster of 2 separate species, C12H19FOS in total in a non-equilibrium geometry, computed with ωB97M-V/def2-TZVPD.

Energy   -28348.71535 eV
Molar mass   230.35 g/mol
HOMO-LUMO gap   8.532 eV
SMILES string   CC(C)[C@H]1C=C(SO)C=CC1.C=C(C)F
HOMO   -7.914 eV

Geometry as XYZ:
```
34
Properties=species:S:1:pos:R:3:mulliken_charge:R:1
C -0.17 1.05 -0.87 -0.269
C -1.08 1.96 -0.66 -0.689
C -1.16 -0.40 0.74 -1.048
C -0.15 -0.15 -0.07 0.646
C -2.13 1.81 0.42 -1.296
C -2.45 0.40 0.85 0.126
C -3.56 0.03 -1.45 -1.845
C -3.78 -1.72 0.26 -1.409
C 6.04 -1.10 -0.31 -0.670
C 4.64 0.15 1.44 -1.203
C -3.63 -0.23 0.04 0.706
C 5.46 -0.01 0.19 0.654
O 2.28 -0.70 -1.22 -0.445
F 5.62 1.13 -0.38 -0.259
S 1.12 -1.38 -0.23 0.033
H 0.62 1.28 -1.54 0.552
H -0.96 2.95 -1.12 0.369
H -1.10 -1.30 1.39 0.409
H -1.71 2.36 1.26 0.412
H -2.90 2.37 0.06 0.517
H -2.81 0.39 1.97 0.262
H -2.64 -0.34 -1.90 0.399
H -3.64 0.97 -1.94 0.371
H -4.33 -0.63 -1.90 0.454
H -3.83 -2.34 -0.65 0.406
H -4.63 -1.94 0.90 0.297
H -2.92 -2.02 0.72 0.329
H 6.42 -1.14 -1.39 0.245
H 2.67 0.08 -0.81 0.292
H 5.95 -2.10 0.27 0.204
H 3.94 -0.67 1.57 0.307
H 5.27 -0.02 2.26 0.360
H 4.01 0.98 1.50 0.382
H -4.47 0.26 0.60 0.401
```

Entry 5:
A cluster of 7 separate species, C20H52N13O8S in total in a non-equilibrium geometry, computed with ωB97M-V/def2-TZVPD.

Energy   -68173.23472 eV
Multiplicity   2
Molar mass   634.79 g/mol
HOMO-LUMO gap (alpha / beta)   7.811 / 8.244 eV
HOMO (alpha / beta)   -7.369 / -7.802 eV

Geometry as XYZ:
```
94
Properties=species:S:1:pos:R:3:mulliken_charge:R:1
C 1.96 2.51 3.89 -0.952
C 0.41 2.60 4.08 -0.542
S -0.34 1.20 3.13 -0.118
C -2.04 1.70 2.65 -1.246
C -2.27 1.70 1.10 2.364
C -3.83 1.84 0.91 -0.907
O -4.35 2.88 1.75 -0.356
C -5.70 2.63 2.11 -0.660
C -1.89 0.35 0.39 -1.990
C -0.45 0.28 -0.22 1.443
C -0.56 -0.13 -1.73 -1.781
C 0.27 -0.96 0.48 -1.500
N 0.41 1.44 0.04 1.028
O 1.57 1.32 -0.48 -0.506
C -0.21 2.75 -0.24 1.862
C -0.23 3.14 -1.77 -1.566
C 0.71 3.83 0.46 -1.335
C -1.64 2.95 0.37 -2.179
H 2.27 2.84 2.87 0.088
H 2.50 3.10 4.65 0.426
H 2.31 1.45 3.98 0.335
H 0.15 2.45 5.15 0.439
H 0.04 3.57 3.70 0.367
H -2.27 2.70 3.08 0.506
H -2.75 0.95 3.07 0.426
H -4.07 2.13 -0.15 0.349
H -4.29 0.85 1.17 0.095
H -6.39 2.97 1.31 0.256
H -5.94 3.19 3.04 0.273
H -5.89 1.55 2.35 0.223
H -2.61 0.15 -0.43 0.421
H -2.06 -0.46 1.13 0.166
H 0.47 -0.32 -2.11 0.405
H -1.12 0.60 -2.34 0.306
H -1.11 -1.10 -1.77 0.421
H 1.01 -1.34 -0.26 0.373
H -0.44 -1.78 0.68 0.331
H 0.80 -0.62 1.39 0.339
H -1.26 3.28 -2.16 0.245
H 0.30 4.11 -1.95 0.426
H 0.27 2.39 -2.41 0.280
H 0.54 3.80 1.56 -0.014
H 1.77 3.72 0.17 0.204
H 0.37 4.81 0.05 0.542
H -2.37 3.32 -0.38 0.454
H -1.59 3.76 1.14 0.281
C -4.23 -2.97 0.86 0.592
O -3.66 -2.24 0.06 -0.625
N -3.99 -4.30 0.94 -0.295
N -5.16 -2.49 1.74 -0.323
H -4.45 -4.92 1.59 0.186
H -3.31 -4.68 0.31 0.178
H -5.36 -1.51 1.71 0.184
H -5.64 -3.07 2.41 0.149
C 5.30 1.56 -3.02 0.609
O 5.87 2.31 -3.81 -0.710
N 5.56 0.22 -2.96 -0.264
N 4.36 2.00 -2.15 -0.243
H 5.11 -0.40 -2.32 0.153
H 6.26 -0.15 -3.59 0.270
H 4.14 2.98 -2.16 0.150
H 3.87 1.41 -1.49 0.135
C 5.45 -0.33 2.85 0.675
O 5.01 -1.30 2.26 -0.648
N 5.00 0.94 2.61 -0.288
N 6.43 -0.42 3.79 -0.393
H 5.35 1.75 3.08 0.158
H 4.27 1.05 1.92 0.106
H 6.79 -1.34 3.99 0.226
H 6.81 0.37 4.28 0.156
C -4.56 2.12 -3.51 0.482
O -3.84 1.98 -2.53 -0.421
N -5.33 1.11 -4.00 -0.403
N -4.64 3.30 -4.19 -0.397
H -5.92 1.20 -4.80 0.143
H -5.29 0.23 -3.52 0.225
H -4.08 4.06 -3.86 0.214
H -5.22 3.44 -5.00 0.150
C -3.42 -7.74 2.40 0.656
O -3.69 -6.55 2.41 -0.687
N -2.18 -8.21 2.09 -0.392
N -4.34 -8.70 2.70 -0.397
H -1.94 -9.18 2.07 0.168
H -1.48 -7.53 1.86 0.218
H -5.26 -8.39 2.94 0.216
H -4.14 -9.68 2.70 0.164
C 7.81 -2.17 -5.30 0.624
O 7.05 -1.36 -4.79 -0.704
N 8.54 -1.88 -6.41 -0.396
N 8.00 -3.41 -4.78 -0.389
H 9.18 -2.53 -6.84 0.163
H 8.42 -0.97 -6.82 0.222
H 7.48 -3.65 -3.96 0.215
H 8.63 -4.09 -5.18 0.165
```

Entry 6:
A cluster of 2 separate species, C2H2N2O3 in total in a non-equilibrium geometry, computed with ωB97M-V/def2-TZVPD.

Energy   -11222.72675 eV
Molar mass   102.05 g/mol
HOMO-LUMO gap   10.456 eV
HOMO   -10.268 eV

Geometry as XYZ:
```
9
Properties=species:S:1:pos:R:3:mulliken_charge:R:1
C 1.11 1.49 0.12 -0.246
C -0.80 -1.13 -0.07 0.494
N 1.81 0.56 0.00 0.159
N -1.64 -0.39 0.32 -0.094
O 0.17 -1.79 -0.06 -0.507
O 2.72 -0.44 0.07 -0.288
O -2.68 0.29 -0.15 -0.280
H 2.37 -1.24 -0.24 0.387
H -2.80 0.87 0.55 0.374
```